This record from the OMol25 dataset describes C19H26ClN3O3 in the gas phase. The level of theory is ωB97M-V/def2-TZVPD.

The LUMO energy comes out at 0.5196 eV. The structure (SMILES) is O=C(NCc1cccc(Cl)c1)[C@H]1CCC(=O)N(CCN2CCOCC2)C1. As for the energy above the lowest of the compared OMol25 structures with the same formula, charge and spin: 24.31 kcal per mole. For the orbital gap, the calculation gives 9.21 eV.

Each line ends with the natural charge from an NBO analysis.
Element x y z (Å)
H1 -0.830 0.095 3.496  0.229
C1 4.996 0.327 0.256  -0.251
C2 -0.326 1.848 2.365  -0.413
O1 -0.604 -1.366 -3.450  -0.523
H2 0.370 2.295 3.080  0.215
H3 -0.320 0.529 -4.053  0.196
C3 3.821 -0.324 0.602  0.069
C4 0.921 -0.446 2.448  0.690
H4 -1.472 -1.283 1.604  0.219
C5 3.493 -0.909 -1.704  -0.017
C6 -0.391 0.335 2.520  -0.309
C7 -1.723 2.400 2.619  -0.487
H5 4.992 -0.243 -3.079  0.229
H6 -3.109 -1.919 -2.573  0.171
H7 -2.584 -2.297 -0.910  0.203
H8 -2.706 0.343 -3.446  0.169
H9 -1.778 3.465 2.384  0.239
H10 -4.600 0.151 1.025  0.242
H11 -3.605 1.243 -0.922  0.214
C8 -3.561 0.154 -0.846  -0.223
N1 2.030 0.263 2.157  -0.610
H12 -4.445 -0.258 -1.361  0.174
H13 -0.980 -3.167 -2.644  0.197
C9 -2.348 -1.710 -1.799  -0.255
H14 -0.011 2.111 1.352  0.202
Cl1 2.550 -1.686 -2.932  0.018
H15 1.965 1.240 1.924  0.400
H16 4.045 0.145 2.686  0.201
C10 4.670 -0.260 -2.050  -0.241
C11 -0.597 0.005 -3.136  -0.073
N2 -2.322 -0.298 -1.456  -0.457
H17 5.588 0.809 1.021  0.212
H18 0.159 0.206 -2.360  0.163
C12 5.418 0.354 -1.063  -0.188
O2 0.943 -1.642 2.653  -0.635
H19 -1.914 1.529 -2.372  0.204
O3 -3.899 2.263 1.658  -0.639
C13 3.332 -0.359 2.026  -0.270
C14 -1.965 0.471 -2.637  -0.246
H20 -3.566 -1.281 0.796  0.194
C15 -0.974 -2.124 -2.324  -0.072
C16 3.066 -0.944 -0.388  -0.269
H21 -0.229 -1.993 -1.524  0.164
H22 6.336 0.858 -1.324  0.219
C17 -2.829 1.709 1.836  0.682
H23 2.157 -1.460 -0.122  0.232
H24 3.206 -1.395 2.358  0.252
C18 -1.312 -0.215 1.431  -0.198
H25 -0.838 -0.102 0.446  0.211
C19 -3.640 -0.203 0.642  -0.222
N3 -2.600 0.446 1.415  -0.442
H26 -1.980 2.293 3.677  0.229